ORCA calculation (wB97M-V/def2-TZVPD) on a structure of composition C7H8Br2CaCl2O3 at a distorted geometry.

Cartesian coordinates (Å):
C (-1.97, -0.60, 0.94)
C (-1.59, -1.70, 0.01)
Br (-3.03, -2.57, -0.89)
C (-0.32, -2.09, -0.19)
Br (0.14, -3.50, -1.31)
O (0.59, -1.35, 0.47)
C (1.89, -1.24, -0.07)
O (2.64, -2.12, 0.01)
O (2.26, -0.03, -0.55)
C (1.43, 0.92, -1.13)
Cl (0.25, 0.16, -2.35)
C (0.85, 1.99, -0.16)
C (0.76, 1.60, 1.30)
Cl (-0.71, 2.66, -0.74)
H (-2.90, -0.10, 0.66)
H (-2.07, -0.96, 1.96)
H (-1.21, 0.15, 0.96)
H (2.06, 1.45, -1.82)
H (1.52, 2.83, -0.23)
H (0.41, 0.60, 1.49)
H (0.05, 2.26, 1.77)
H (1.70, 1.79, 1.79)
Ca (-2.76, -0.15, -1.93)

Values from the calculation:
HOMO-LUMO gap = 8.03 eV
total charge = +2
maximum force = 1.63 eV/A
2S+1 = 1

These are the Mulliken partial charges, in e, on atoms 1 to 6: C -1.13; C -0.38; Br 0.04; C 0.35; Br 0.08; O -0.25

***

ORCA calculation (wB97M-V/def2-TZVPD) on a structure of composition C27H19AsClIIrNOS2 at a distorted geometry.

Cartesian coordinates (Å):
Ir (1.75, -0.31, -0.88)
Cl (5.78, -1.65, 4.59)
C (4.45, -1.42, 3.50)
C (3.18, -1.67, 3.99)
C (2.07, -1.50, 3.14)
I (0.17, -1.91, 4.00)
C (2.21, -1.09, 1.79)
O (1.28, -0.90, 0.94)
C (3.49, -0.85, 1.37)
N (3.52, -0.47, 0.10)
C (4.72, -0.21, -0.45)
C (5.92, -0.31, 0.23)
C (5.88, -0.72, 1.56)
C (4.64, -1.00, 2.17)
H (3.03, -1.99, 5.01)
H (4.68, 0.11, -1.49)
H (6.86, -0.09, -0.26)
H (6.81, -0.81, 2.11)
S (0.82, 0.25, -3.00)
C (-0.86, 0.24, -3.46)
C (-1.32, 0.57, -4.73)
C (-2.69, 0.52, -4.99)
C (-3.58, 0.14, -3.98)
C (-3.11, -0.19, -2.71)
C (-1.73, -0.14, -2.42)
As (-0.83, -0.57, -0.70)
C (-2.56, -1.13, 0.06)
C (-3.47, -0.20, 0.59)
C (-4.69, -0.63, 1.11)
C (-5.01, -1.99, 1.12)
C (-4.11, -2.92, 0.60)
C (-2.89, -2.50, 0.08)
C (-0.66, 1.27, -0.02)
C (-0.54, 1.45, 1.37)
C (-0.42, 2.73, 1.91)
C (-0.42, 3.85, 1.08)
C (-0.53, 3.69, -0.30)
C (-0.66, 2.41, -0.85)
H (-0.63, 0.87, -5.51)
H (-3.06, 0.78, -5.98)
H (-4.64, 0.10, -4.20)
H (-3.85, -0.49, -1.98)
H (-3.24, 0.86, 0.59)
H (-5.40, 0.09, 1.52)
H (-5.96, -2.32, 1.53)
H (-4.36, -3.98, 0.61)
H (-2.19, -3.22, -0.32)
H (-0.54, 0.59, 2.03)
H (-0.33, 2.86, 2.99)
H (-0.32, 4.84, 1.50)
H (-0.53, 4.56, -0.95)
H (-0.75, 2.33, -1.92)
S (1.57, 2.00, -0.19)
H (3.04, 0.11, -1.95)

Values from the calculation:
HOMO-LUMO gap (alpha / beta) = 3.22 / 3.08 eV
total charge = -2
maximum force = 8.17 eV/A
2S+1 = 1

These are the Mulliken partial charges, in e, on atoms 1 to 6: Ir 0.71; Cl -0.33; C 0.63; C -0.81; C -0.47; I -0.08

***

ORCA calculation (wB97M-V/def2-TZVPD) on an isolated molecule of C9H16Si at a distorted geometry.

Cartesian coordinates (Å):
C (0.67, -0.31, 1.94)
C (-0.07, -0.36, 0.87)
C (1.41, 2.51, 1.18)
C (2.03, 1.44, 0.68)
C (1.71, 0.06, 0.95)
C (2.63, -1.01, 0.42)
C (-2.63, -1.73, -0.06)
C (-0.45, -0.87, -2.14)
C (-2.10, 1.32, -0.65)
Si (-1.31, -0.41, -0.50)
H (0.61, -0.45, 3.00)
H (1.72, 3.51, 0.92)
H (0.57, 2.41, 1.84)
H (2.87, 1.59, 0.01)
H (2.18, -1.99, 0.52)
H (3.56, -1.00, 1.00)
H (2.88, -0.84, -0.62)
H (-3.33, -1.87, -0.87)
H (-2.16, -2.69, 0.15)
H (-3.19, -1.44, 0.83)
H (-1.05, -0.58, -3.00)
H (0.51, -0.37, -2.23)
H (-0.27, -1.94, -2.22)
H (-1.34, 2.07, -0.83)
H (-2.81, 1.36, -1.47)
H (-2.62, 1.59, 0.26)

Values from the calculation:
HOMO-LUMO gap (alpha / beta) = 5.43 / 8.06 eV
total charge = 0
maximum force = 6.58 eV/A
2S+1 = 3
energy relative to the best compared isomer or geometry (same formula, charge and spin) = 142.2 kJ/mol

These are the Mulliken partial charges, in e, on atoms 1 to 6: C -0.78; C 0.06; C -1.21; C -0.07; C 1.12; C -1.47